Here is C29H21N7O2Tl as an isolated structure at a distorted geometry from the OMol25 dataset. Energies are from ωB97M-V with the def2-TZVPD basis set.

```
60
Properties=species:S:1:pos:R:3:mulliken_charge:R:1
Tl -0.588 0.371 -0.066 1.427
C -3.424 -1.737 4.785 -0.419
C -2.561 -0.854 5.430 -0.661
C -1.571 -0.208 4.719 -0.284
C -1.440 -0.446 3.349 0.168
C -2.293 -1.338 2.708 0.022
C -3.287 -1.982 3.426 -0.749
N -0.448 0.190 2.551 0.505
N 0.278 0.973 3.145 -0.482
C 1.257 1.641 2.349 0.016
C 2.163 2.408 3.051 -0.504
C 3.150 3.085 2.354 -0.385
C 3.193 2.977 0.978 -0.807
C 2.231 2.201 0.349 -0.124
N 1.284 1.547 1.016 0.012
H -4.210 -2.230 5.345 0.400
H -2.667 -0.673 6.492 0.377
H -0.894 0.484 5.201 0.444
H -2.182 -1.522 1.648 0.272
H -3.955 -2.671 2.926 0.396
H 2.077 2.463 4.128 0.533
H 3.874 3.695 2.880 0.401
H 3.945 3.489 0.394 0.434
H 2.208 2.103 -0.731 0.383
O 5.007 -3.896 -4.221 -0.624
N 4.531 -3.882 -3.107 1.076
O 4.829 -4.666 -2.227 -0.624
C 3.523 -2.820 -2.800 -0.734
C 3.249 -1.985 -3.813 -0.468
C 2.309 -0.922 -3.664 0.937
C 2.013 -0.031 -4.711 -0.494
C 1.103 0.970 -4.507 -1.050
C 0.499 1.077 -3.247 -0.149
N 0.771 0.253 -2.253 -0.170
C 1.656 -0.747 -2.444 -0.368
C 1.933 -1.664 -1.349 -0.127
N 1.247 -1.478 -0.200 -0.109
C 1.480 -2.262 0.831 0.034
C 2.425 -3.288 0.787 -1.108
C 3.117 -3.509 -0.373 -0.248
C 2.881 -2.697 -1.503 0.789
H 3.756 -2.123 -4.757 0.600
H 2.509 -0.152 -5.668 0.473
H 0.846 1.669 -5.291 0.439
H -0.232 1.853 -3.033 0.499
H 0.893 -2.076 1.725 0.331
H 2.598 -3.902 1.661 0.448
H 3.838 -4.304 -0.420 0.604
N -1.698 2.177 -0.677 -0.741
C -3.023 2.124 -0.890 0.415
C -3.816 0.959 -1.164 0.077
C -5.168 1.051 -1.411 -0.783
C -5.807 2.293 -1.422 -0.342
C -5.065 3.447 -1.168 -0.551
C -3.719 3.379 -0.893 -0.320
H -3.321 -0.002 -1.150 0.347
H -5.736 0.147 -1.599 0.371
H -6.869 2.357 -1.615 0.401
H -5.556 4.413 -1.167 0.369
H -3.140 4.271 -0.687 0.425
```

Computed properties:
- maximum force (eV/A) = 1.33
- HOMO energy (spin up / spin down) (eV) = -10.226 / -9.506
- LUMO level (spin up / spin down) (eV) = -3.73 / -3.81
- HOMO-LUMO gap (spin up / spin down) (eV) = 6.495 / 5.700
- energy relative to the best compared isomer or geometry (same formula, charge and spin) (kcal per mole) = 11.8
- charge = +1